Run i
The following is a DFT calculation (the ωB97M-V functional and the def2-TZVPD basis) of an isolated ion of composition C4H9N2O2 and charge +1.

```
17
Properties=species:S:1:pos:R:3
C 0.535 1.859 -0.417
N 0.738 0.373 -0.450
C 1.775 -0.168 0.311
O 2.524 0.478 0.941
C 1.545 -1.649 0.160
O 0.378 -1.888 -0.555
C -0.135 -0.621 -0.864
N -1.437 -0.497 0.171
H 0.910 2.455 -1.353
H -0.576 2.141 -0.205
H 0.956 2.098 0.637
H 2.373 -2.065 -0.346
H 1.419 -2.350 1.040
H -0.508 -0.574 -1.896
H -2.236 -1.193 -0.244
H -1.767 0.395 0.093
H -1.296 -0.741 1.079
```

Computed properties:
net charge	+1
E_LUMO	-3.8	eV
SMILES	CN1C(=O)CO[C@H]1[NH3+]
Kohn-Sham gap	0.399	Ha
spin multiplicity	1

These are the Mulliken partial charges, in e, on atoms 1 to 2:
1. C -0.812
2. N 0.076

---

Run ii
The following is a DFT calculation (the ωB97M-V functional and the def2-TZVPD basis) of a 2-piece molecular cluster, C4H9N2O2 overall.

```
17
Properties=species:S:1:pos:R:3
C -0.629 0.651 0.573
C -0.396 -0.487 1.126
C -1.390 -1.061 2.010
C 0.705 0.871 -2.288
N 0.714 -1.457 0.566
N 0.929 1.493 -0.972
O 0.351 -2.573 0.434
O 1.792 -0.953 0.395
H -1.331 1.465 0.463
H -1.036 -1.169 3.017
H -1.697 -1.972 1.562
H -2.334 -0.416 2.289
H 1.317 -0.137 -2.328
H -0.345 0.560 -2.258
H 0.789 1.587 -3.067
H 0.847 2.448 -1.004
H 1.714 1.149 -0.517
```

Computed properties:
net charge	+1
E_LUMO (alpha / beta)	-6.4 / -6.4	eV
Kohn-Sham gap (alpha / beta)	0.335 / 0.335	Ha
spin multiplicity	1

These are the Mulliken partial charges, in e, on atoms 1 to 2:
1. C -0.257
2. C 0.608

---

It turns out run i is the most stable, with the second structure 0.2084 hartree higher.

---

Run i
The following is a DFT calculation (the ωB97M-V functional and the def2-TZVPD basis) of a 3-piece molecular cluster, C5H16N2O3 overall.

```
26
Properties=species:S:1:pos:R:3
C 0.554 -0.944 2.425
C -0.312 -1.423 1.264
C -1.803 -1.210 1.554
N 0.052 -0.817 -0.024
C 0.184 0.522 -0.229
O -0.177 1.342 0.600
C 0.874 0.907 -1.523
N 1.140 -0.216 -2.414
H 0.157 -1.368 3.351
H 0.547 0.124 2.618
H 1.594 -1.252 2.285
H -0.175 -2.494 1.146
H -2.100 -1.700 2.487
H -2.060 -0.159 1.587
H -2.411 -1.722 0.798
H 0.184 -1.407 -0.824
H 1.835 1.303 -1.173
H 0.333 1.742 -1.960
H 1.898 -0.810 -2.134
H 1.178 0.079 -3.374
O 2.246 2.506 1.581
H 1.349 2.194 1.368
H 2.368 3.404 1.253
O -2.690 -0.773 -2.891
H -1.868 -0.313 -2.693
H -2.412 -1.699 -2.902
```

Computed properties:
E_LUMO	0.5	eV
SMILES	CC(C)NC(=O)CN.O.O
Kohn-Sham gap	0.373	Ha
spin multiplicity	1

These are the Mulliken partial charges, in e, on atoms 1 to 2:
1. C -1.394
2. C 0.315

---

Run ii
The following is a DFT calculation (the ωB97M-V functional and the def2-TZVPD basis) of a 3-piece molecular cluster, C5H16N2O3 overall.

```
26
Properties=species:S:1:pos:R:3
C -1.461 0.953 1.288
C -0.977 0.340 -0.026
C -0.655 1.485 -1.039
N -0.630 1.057 -2.338
O -0.347 2.609 -0.697
N 0.138 -0.613 -0.083
C -0.270 -2.000 0.006
C 1.194 -0.299 0.886
H -0.661 1.039 2.011
H -2.154 0.256 1.771
H -1.980 1.872 1.072
H -1.808 -0.127 -0.568
H -0.218 0.145 -2.475
H -0.251 1.726 -2.992
H -0.764 -2.359 -0.899
H -0.872 -2.320 0.857
H 0.628 -2.593 0.109
H 1.834 0.524 0.563
H 1.853 -1.145 1.058
H 0.842 -0.115 1.901
O 2.319 0.060 -2.085
H 1.914 0.130 -1.205
H 2.829 0.868 -2.192
O -0.038 -2.577 3.291
H 0.608 -1.891 3.503
H -0.175 -3.101 4.080
```

Computed properties:
E_LUMO	0.5	eV
SMILES	C[C@@H](C(N)=O)N(C)C.O.O
Kohn-Sham gap	0.343	Ha
spin multiplicity	1

These are the Mulliken partial charges, in e, on atoms 1 to 2:
1. C -1.292
2. C 0.308

---

It turns out run i is the most stable, with the second structure 0.0320 hartree higher.

---

Run i
The following is a DFT calculation (the ωB97M-V functional and the def2-TZVPD basis) of one molecule with the formula C6H6N2S.

```
15
Properties=species:S:1:pos:R:3
C 2.580 -0.555 -0.203
C -0.983 -1.401 0.549
C -1.797 -0.328 0.109
C 0.362 -1.598 0.417
C -1.518 0.975 0.017
C 1.188 -0.576 -0.311
N 3.732 -0.426 0.029
N 0.313 2.744 -0.474
S 0.046 1.637 0.624
H -1.430 -2.277 0.913
H -2.836 -0.478 -0.309
H 0.935 -2.467 0.717
H -2.337 1.531 -0.404
H 0.704 -0.218 -1.322
H 1.040 3.437 -0.352
```

Computed properties:
E_LUMO (alpha / beta)	-0.9 / -1.6	eV
Kohn-Sham gap (alpha / beta)	0.278 / 0.238	Ha
spin multiplicity	1

These are the Mulliken partial charges, in e, on atoms 1 to 2:
1. C 0.269
2. C -0.436

---

Run ii
The following is a DFT calculation (the ωB97M-V functional and the def2-TZVPD basis) of C6H6N2S as an isolated structure.

```
15
Properties=species:S:1:pos:R:3
C 1.774 -0.112 0.076
C 1.341 0.444 1.308
C 0.876 -0.664 -0.761
C 0.008 0.419 1.614
C -1.344 0.022 -1.504
C -0.564 -0.732 -0.390
N -2.192 0.880 -1.168
N -0.916 -0.211 0.893
S -2.551 1.296 0.309
H 2.825 -0.088 -0.172
H 2.052 0.853 2.008
H 1.139 -1.025 -1.744
H -0.364 0.867 2.527
H -1.133 -0.186 -2.539
H -0.951 -1.764 -0.457
```

Computed properties:
E_LUMO (alpha / beta)	-0.9 / -0.9	eV
Kohn-Sham gap (alpha / beta)	0.243 / 0.243	Ha
spin multiplicity	1

These are the Mulliken partial charges, in e, on atoms 1 to 2:
1. C -0.153
2. C -0.488

---

It turns out run ii is the most stable, with the second structure 0.0674 hartree higher.

---

Run i
The following is a DFT calculation (the ωB97M-V functional and the def2-TZVPD basis) of a 9-piece molecular cluster, C7H28O9 overall.

```
44
Properties=species:S:1:pos:R:3
C -1.102 -2.057 -1.118
C 0.013 -1.216 -0.558
C 1.103 -1.689 0.037
C 1.404 -3.145 0.152
C 2.090 -0.810 0.778
C 1.948 0.714 0.777
C 3.020 1.445 0.047
O 3.388 1.146 -1.069
H -0.801 -2.861 -1.785
H -1.721 -2.475 -0.328
H -1.758 -1.441 -1.710
H -0.189 -0.159 -0.588
H 1.332 -3.405 1.221
H 0.669 -3.782 -0.332
H 2.427 -3.420 -0.108
H 2.249 -1.264 1.766
H 3.077 -1.062 0.359
H 1.753 1.086 1.783
H 0.984 0.893 0.295
H 3.356 2.416 0.424
O 1.762 3.738 -0.762
H 0.839 3.789 -0.462
H 1.580 3.647 -1.710
O -1.177 1.662 2.386
H -0.912 1.256 3.221
H -1.927 1.122 2.116
O 1.162 2.199 -3.096
H 0.709 1.606 -3.702
H 1.691 1.630 -2.517
O 0.931 -2.360 -3.453
H 1.687 -2.750 -2.997
H 1.006 -1.428 -3.217
O -1.091 4.048 0.182
H -1.527 3.431 0.791
H -1.703 3.979 -0.562
O -4.286 1.142 0.009
H -3.992 1.133 -0.907
H -4.692 2.004 0.148
O -0.826 -1.228 3.254
H -0.089 -1.811 3.077
H -1.635 -1.454 2.768
O -3.261 -1.337 1.989
H -3.813 -0.724 1.481
H -3.675 -2.206 1.919
```

Computed properties:
E_LUMO	-0.2	eV
SMILES	C/C=C(\C)CCC=O.O.O.O.O.O.O.O.O
Kohn-Sham gap	0.323	Ha
spin multiplicity	1

These are the Mulliken partial charges, in e, on atoms 1 to 2:
1. C -1.625
2. C -0.302

---

Run ii
The following is a DFT calculation (the ωB97M-V functional and the def2-TZVPD basis) of a 9-piece molecular cluster, C7H28O9 overall.

```
44
Properties=species:S:1:pos:R:3
C -3.251 1.114 -0.161
C -1.922 0.367 -0.243
C -0.731 1.310 -0.419
C 0.553 0.606 -0.088
C 1.543 0.392 -0.952
C 2.769 -0.357 -0.570
C 3.443 -0.038 0.529
O 4.527 -0.729 1.003
H -4.088 0.425 -0.047
H -3.493 1.741 -1.017
H -3.258 1.752 0.723
H -1.930 -0.389 -1.041
H -1.862 -0.227 0.679
H -0.867 2.155 0.267
H -0.646 1.727 -1.433
H 0.589 0.263 0.937
H 1.542 0.760 -1.969
H 3.059 -1.139 -1.264
H 3.250 0.753 1.238
H 4.829 -1.414 0.396
O -0.576 -0.853 2.995
H -0.474 -1.391 2.179
H 0.321 -0.713 3.363
O -1.185 1.765 2.670
H -1.062 0.776 2.669
H -1.603 1.972 3.511
O 1.988 -0.173 3.527
H 1.927 0.775 3.251
H 2.792 -0.518 3.142
O -2.102 0.631 -4.522
H -2.752 0.534 -5.215
H -2.554 0.958 -3.738
O 1.439 2.278 2.425
H 0.470 2.210 2.607
H 1.525 2.409 1.479
O 0.230 -2.380 0.880
H 1.157 -2.155 0.720
H -0.097 -2.474 -0.050
O -0.501 -1.598 -4.051
H -1.076 -0.811 -4.240
H 0.395 -1.271 -4.231
O -0.545 -2.946 -1.669
H -0.584 -2.428 -2.509
H -1.188 -3.667 -1.763
```

Computed properties:
E_LUMO	0.1	eV
SMILES	CCC/C=C/C=C/O.O.O.O.O.O.O.O.O
Kohn-Sham gap	0.320	Ha
spin multiplicity	1

These are the Mulliken partial charges, in e, on atoms 1 to 2:
1. C -1.626
2. C 0.235

---

It turns out run ii is the most stable, with the second structure 0.0402 hartree higher.

---

Run i
The following is a DFT calculation (the ωB97M-V functional and the def2-TZVPD basis) of a 2-piece molecular cluster, C3H6ClN2 overall.

```
12
Properties=species:S:1:pos:R:3
C -0.714 -1.766 -0.303
C -2.775 -0.461 0.240
C 0.110 2.056 -0.186
N -1.852 -1.127 0.069
N 0.419 0.831 -0.163
Cl -4.100 0.424 0.396
H -0.857 -2.257 -1.302
H 0.065 -1.007 -0.214
H -0.865 2.414 -0.016
H 0.729 2.972 -0.345
H -0.413 -2.362 0.571
H 1.443 0.688 -0.184
```

Computed properties:
net charge	+1
E_LUMO	-3.9	eV
Kohn-Sham gap	0.376	Ha
spin multiplicity	1

These are the Mulliken partial charges, in e, on atoms 1 to 2:
1. C -0.363
2. C 0.383

---

Run ii
The following is a DFT calculation (the ωB97M-V functional and the def2-TZVPD basis) of an isolated ion of composition C3H6ClN2 and charge +1.

```
12
Properties=species:S:1:pos:R:3
C 0.751 0.045 0.986
C -0.802 0.246 -0.782
C 0.138 -0.415 -1.628
N 1.736 0.059 0.204
N -0.525 0.081 0.614
Cl 0.532 0.358 -3.090
H 0.969 0.181 2.038
H -0.748 1.470 -0.997
H -1.841 -0.077 -0.832
H 0.407 -1.473 -1.632
H 2.611 0.217 0.541
H -1.209 0.222 1.306
```

Computed properties:
net charge	+1
E_LUMO (alpha / beta)	-6.6 / -6.6	eV
Kohn-Sham gap (alpha / beta)	0.293 / 0.294	Ha
spin multiplicity	1

These are the Mulliken partial charges, in e, on atoms 1 to 2:
1. C 0.032
2. C -0.453

---

It turns out run ii is the most stable, with the second structure 0.0156 hartree higher.

---

Run i
The following is a DFT calculation (the ωB97M-V functional and the def2-TZVPD basis) of a 2-piece molecular cluster, C3H12N2O2 overall.

```
19
Properties=species:S:1:pos:R:3
N -0.450 2.363 0.537
C -0.910 1.567 -0.672
C 0.114 0.531 -1.096
N 0.557 -0.379 -0.096
C 1.568 -1.350 -0.484
O 1.531 -2.373 0.465
H -0.959 3.169 0.847
H 0.451 2.689 0.126
H -1.324 2.437 -1.420
H -1.931 1.222 -0.452
H -0.489 -0.070 -1.853
H 0.962 0.966 -1.755
H 0.939 0.203 0.754
H 1.374 -1.864 -1.417
H 2.665 -1.020 -0.628
H 0.908 -2.265 1.243
O -2.124 -0.555 1.105
H -1.876 0.200 1.705
H -1.348 -0.626 0.722
```

Computed properties:
E_LUMO	0.8	eV
SMILES	NCCNCO.O
Kohn-Sham gap	0.380	Ha
spin multiplicity	1

These are the Mulliken partial charges, in e, on atoms 1 to 2:
1. N -0.586
2. C -0.779

---

Run ii
The following is a DFT calculation (the ωB97M-V functional and the def2-TZVPD basis) of a 3-piece molecular cluster, C3H12N2O2 overall.

```
19
Properties=species:S:1:pos:R:3
C 0.317 0.238 -1.682
C -0.885 -0.519 -1.022
N -0.672 -0.736 0.395
C -0.611 0.223 1.263
N -0.852 1.593 0.937
H 1.362 -0.020 -1.441
H 0.228 1.264 -1.627
H 0.438 -0.048 -2.732
H -0.908 -1.623 -1.452
H -1.881 0.060 -1.176
H -0.449 0.044 2.318
H -1.308 1.937 0.081
H -1.213 2.311 1.466
O 4.253 2.519 -1.132
H 4.631 3.376 -0.707
H 4.286 2.843 -2.061
O -2.121 -3.698 1.579
H -1.776 -3.084 0.924
H -2.731 -3.280 2.152
```

Computed properties:
E_LUMO	0.7	eV
SMILES	CC/N=C\N.O.O
Kohn-Sham gap	0.363	Ha
spin multiplicity	1

These are the Mulliken partial charges, in e, on atoms 1 to 2:
1. C -1.087
2. C -0.362

---

It turns out run ii is the most stable, with the second structure 0.0198 hartree higher.